Record 1
Formula: C6BeO6
Source: the OMol25 dataset
Level of theory: ωB97M-V/def2-TZVPD

XYZ file:
```
13
Properties=species:S:1:pos:R:3
O -1.51766 -4.79550 -0.68774
C -1.24480 -3.69601 -0.58149
Be 0.29071 1.01001 0.12457
O -1.93490 0.86706 -1.38787
C -0.96737 1.00216 -0.73555
C 0.79549 2.39574 0.36906
O 1.23463 3.45118 0.59219
C 0.93438 0.38740 -1.10302
O 1.38218 -0.29267 -1.96992
C -0.66000 0.55582 1.22547
O -1.34439 0.00175 2.01457
O 1.80951 -0.90489 1.30461
C 1.22223 0.01793 0.83512
```

Calculated values
Lowest unoccupied orbital energy in eV: -13.26
HOMO in eV: -19.157
Maximum force in Eh/bohr: 0.3364
Orbital gap in eV: 5.9
Net charge: +2

---

Record 2
Formula: C27H30ClF17N2O5P
Source: the OMol25 dataset
Level of theory: ωB97M-V/def2-TZVPD

XYZ file:
```
83
Properties=species:S:1:pos:R:3
C -0.17008 6.47020 0.38586
C -1.30243 6.39563 -0.38500
C -2.03605 5.07647 -0.78677
P -3.03004 4.81110 0.74705
O -4.42565 5.26334 0.56667
C -2.71969 5.45878 -2.11877
C -3.71799 4.55041 -2.90735
C -4.33988 3.34771 -2.18505
C -5.72554 3.05807 -2.77648
Cl -5.61829 2.19302 -4.31720
C -1.43312 5.49661 -2.91570
F -1.27316 6.16523 -4.01358
N -0.45630 4.81919 -2.42810
C 0.90417 4.72030 -2.97137
O 1.43230 6.02554 -3.01668
N 2.76468 6.10195 -2.30077
O 3.61977 5.79706 -2.98821
C -0.89283 4.11712 -1.18560
C -1.26296 2.66050 -1.60769
C -0.18324 1.67235 -1.23504
C 0.90367 1.40164 -2.06070
C 1.89834 0.51699 -1.67346
C 1.80297 -0.13949 -0.45501
C 0.71602 0.11264 0.37089
C -0.26828 1.00730 -0.01504
H 0.76848 6.08329 -0.01544
H -0.14887 6.85224 1.40132
H -1.77322 7.30635 -0.75985
H -2.37363 5.47120 1.78893
H -2.94903 3.42230 0.99702
H -3.06681 6.49067 -2.17452
H -4.54138 5.19388 -3.21415
H -3.27135 4.20910 -3.84441
H -3.77314 2.44331 -2.38684
H -4.50846 3.51193 -1.12225
H -6.30410 3.97494 -2.87508
H -6.28207 2.44565 -2.06993
H 0.91079 4.27382 -3.96375
H 1.48297 4.13777 -2.25404
H -0.09892 3.96918 -0.45815
H -1.52338 2.60418 -2.66330
H -2.13372 2.37593 -1.01868
H 0.98398 1.88900 -3.02672
H 2.74183 0.33335 -2.32439
H 2.55576 -0.85153 -0.15737
H 0.63933 -0.41567 1.31166
H -1.11143 1.17744 0.64527
C 5.29403 -3.01636 2.72264
C 4.45599 -2.88571 1.44164
C 3.06215 -3.51404 1.43721
F 3.10803 -4.84900 1.59772
F 2.48042 -3.26094 0.23407
F 5.17087 -3.31726 0.38689
F 4.23344 -1.54382 1.25387
O 6.29170 -4.01317 2.74680
C 6.01597 -5.30218 3.13079
C 6.25876 -6.29946 1.99200
F 5.47310 -6.00657 0.93553
F 5.94691 -7.53895 2.42241
F 4.77396 -5.41714 3.63604
F 6.87815 -5.61550 4.11918
H 5.85347 -2.08350 2.78046
H 4.66577 -3.04505 3.61382
H 2.43558 -3.08187 2.22208
H 7.30454 -6.27051 1.68097
C -2.16763 -6.67907 2.21238
C -2.29697 -5.61470 3.31325
C -3.23391 -4.43169 3.05524
F -2.82606 -3.70078 1.99608
F -3.22622 -3.62264 4.13932
F -1.07150 -5.16299 3.65839
F -2.81089 -6.25295 4.40239
O -1.03691 -6.60986 1.36497
C -1.02211 -5.84330 0.23181
C 0.04103 -4.74455 0.31530
F -0.19422 -3.92318 1.36557
F -0.00333 -3.99920 -0.81120
F -2.23853 -5.34026 -0.05297
F -0.67311 -6.64614 -0.79524
H -2.03223 -7.61547 2.75101
H -3.09391 -6.78907 1.64768
H -4.25646 -4.77725 2.88369
H 1.03014 -5.18385 0.42593
```

Calculated values
Lowest unoccupied orbital energy in eV: -4.20
HOMO in eV: -11.899
Maximum force in Eh/bohr: 0.0513
Orbital gap in eV: 7.7
Net charge: +1

---

Record 3
Formula: C24H37HgNO30PS5
Source: the OMol25 dataset
Level of theory: ωB97M-V/def2-TZVPD

XYZ file:
```
99
Properties=species:S:1:pos:R:3
Hg -1.59648 -1.85230 2.31651
P -0.17741 -0.80978 0.57817
O -0.43590 -2.33015 0.34681
O 0.15710 -0.66756 2.13450
O -1.67227 -0.30807 0.70560
O 0.82441 -0.15602 -0.38863
C 2.55919 2.00618 -1.26882
C 2.25122 1.72781 -2.67409
O 3.49416 1.84316 -3.29989
S 4.50072 2.87554 -2.58282
O 4.62844 4.10204 -3.42603
O 5.72312 2.12197 -2.15825
O 3.45723 3.08318 -1.34717
H 3.02546 1.07054 -0.96017
H 1.56256 2.17039 -0.85909
H 1.36911 2.32450 -2.90636
H 1.89449 0.70124 -2.75765
C -1.15983 1.69100 -2.05218
C -2.43916 1.99614 -1.24105
O -3.27372 2.58491 -2.21211
S -2.43604 3.37895 -3.36643
O -2.05301 4.74304 -2.93923
O -3.19510 3.33533 -4.64627
O -1.30493 2.17016 -3.31405
H -0.89551 0.65151 -1.85801
H -0.39100 2.21284 -1.48238
H -2.26646 2.64525 -0.38261
H -2.97956 1.08712 -0.97696
C -0.95187 2.45891 2.44761
C 0.60708 2.60634 1.99572
O 0.69550 3.94365 1.51302
S -0.68025 4.81983 1.93750
O -1.58827 4.82639 0.76470
O -0.43263 6.13402 2.64180
O -1.17531 3.72246 3.01440
H -0.92241 1.64751 3.17485
H -1.52869 2.26896 1.54246
H 0.73044 1.93287 1.14759
H 1.30962 2.42839 2.80988
C 1.46650 -2.40633 -2.31303
C 2.95653 -2.00055 -2.07442
O 3.71028 -3.10430 -2.61933
S 2.81113 -4.42634 -2.98069
O 2.70092 -5.25863 -1.81623
O 3.35796 -5.04979 -4.20337
O 1.46137 -3.49054 -3.19305
H 0.87448 -1.61371 -2.77058
H 1.11881 -2.52206 -1.28648
H 3.03018 -1.82546 -1.00110
H 3.16072 -1.06051 -2.58699
C -3.14947 -2.70415 -2.06409
C -1.96927 -2.45455 -3.02461
O -2.34789 -3.07981 -4.23279
S -3.74079 -3.97182 -4.09822
O -3.61806 -5.33626 -4.65995
O -4.95855 -3.20808 -4.40811
O -3.66785 -3.98251 -2.48839
H -3.75882 -1.84934 -2.35751
H -2.74358 -2.73141 -1.05286
H -1.06127 -2.95615 -2.68989
H -1.78745 -1.38015 -3.05161
C -4.13729 1.83634 2.62104
C -4.85078 2.02079 1.47828
C -5.75436 3.04744 1.37928
C -6.14610 3.78333 2.43746
C -5.64579 3.45573 3.66748
C -4.51452 2.59867 3.72991
N -7.12998 4.85136 2.34304
O -7.35321 5.40634 1.27188
O -7.70832 5.21558 3.38508
H -3.35651 1.09133 2.66309
H -4.75045 1.53232 0.52030
H -6.23023 3.21857 0.42500
H -5.75106 4.05297 4.56114
H -3.94783 2.45722 4.63834
O 5.96609 2.48263 1.95472
C 5.22934 1.52600 1.94486
O 3.92964 1.71295 1.76641
C 3.23238 0.42397 1.75026
C 4.34507 -0.63963 1.51896
C 5.57908 0.08614 2.02301
H 2.58366 0.33093 0.87927
H 2.64284 0.12345 2.61641
H 4.35624 -0.89561 0.45951
H 4.09798 -1.61856 1.92973
H 6.45105 0.07155 1.36914
H 5.94033 -0.19022 3.01358
O 0.36454 -3.56536 3.30103
C 1.04218 -4.44763 2.75105
O 1.57553 -5.49181 3.38739
C 2.30799 -6.43822 2.52352
C 2.74792 -5.44912 1.47677
C 1.68735 -4.32576 1.45278
H 1.60002 -7.16045 2.11701
H 3.07988 -6.91361 3.12876
H 2.79042 -6.01564 0.54654
H 3.70477 -5.05662 1.82098
H 0.93222 -4.60836 0.71927
H 2.00998 -3.28485 1.43015
```

Calculated values
Lowest unoccupied orbital energy (alpha / beta) in eV: 2.71 / 2.70
HOMO (alpha / beta) in eV: -2.417 / -3.552
Maximum force in Eh/bohr: 0.0972
Orbital gap (alpha / beta) in eV: 5.1 / 6.3
Net charge: -2
2S+1: 2

---

Record 4
Formula: C30H40Br2O2
Source: the OMol25 dataset
Level of theory: ωB97M-V/def2-TZVPD

XYZ file:
```
74
Properties=species:S:1:pos:R:3
Br 2.52145 0.60523 1.60166
C 1.60055 -0.85487 0.56524
C 0.28259 -1.23803 1.19374
Br 0.52987 -2.22132 2.98543
H 2.34141 -1.64750 0.67000
H 1.42147 -0.62838 -0.48583
H -0.29302 -2.03477 0.72259
H -0.46965 -0.47426 1.39092
C 1.50049 5.06476 -1.60781
C 1.45066 4.34267 -0.44220
C 0.66586 3.21798 -0.26539
C -0.18629 2.78890 -1.30603
C -0.23134 3.54199 -2.47095
C 0.61587 4.67446 -2.63787
H 2.08830 5.96364 -1.72138
H 2.14675 4.47186 0.37337
H 0.74014 2.81604 0.73428
H -0.85600 1.94465 -1.23442
H -0.78608 3.22056 -3.34005
H 0.56817 5.20685 -3.57632
C -1.80778 -4.32554 1.34775
C -2.73781 -3.66489 2.13729
C -4.00621 -3.51809 1.63928
C -4.33651 -3.95225 0.35455
C -3.36717 -4.63167 -0.44579
C -2.12842 -4.73937 0.10199
H -0.75394 -4.37920 1.57788
H -2.39144 -3.31319 3.09788
H -4.79362 -3.04279 2.20538
H -5.28845 -3.80877 -0.13496
H -3.50702 -4.98800 -1.45568
H -1.30364 -5.26211 -0.35940
C -2.60742 -3.51308 -3.75204
C -1.60618 -4.12181 -4.49421
C -0.41227 -3.44380 -4.46365
C -0.20163 -2.30306 -3.72677
C -1.14448 -1.80082 -2.98903
C -2.33938 -2.36412 -2.96951
H -3.58095 -3.95993 -3.61432
H -1.69540 -4.99719 -5.12043
H 0.40746 -3.79286 -5.07407
H 0.77487 -1.84197 -3.71103
H -0.86451 -1.03229 -2.28378
H -3.10618 -2.05629 -2.27405
C 5.82203 0.87580 0.00958
C 5.12327 1.97916 -0.42295
C 5.76729 3.10436 -0.96325
C 7.16960 3.03542 -1.11861
C 7.88969 1.89565 -0.66299
C 7.20412 0.84261 -0.11165
H 5.22260 0.06757 0.40182
H 4.04363 1.96004 -0.44292
H 5.20623 3.92127 -1.39254
H 7.81290 3.80363 -1.52161
H 8.94779 1.68383 -0.70723
H 7.72794 -0.05713 0.17555
C -4.63460 1.23462 0.93280
C -3.15790 1.15662 0.64606
O -2.39674 1.44659 1.81355
H -4.94629 2.03148 1.60805
H -5.07721 0.33857 1.36789
H -5.20255 1.36693 0.01192
H -2.90483 1.94190 -0.06624
H -2.79954 0.21127 0.23864
H -2.73316 2.27222 2.16958
C -1.30641 1.22515 5.34678
C -0.14882 1.12900 4.40983
O -0.36044 1.96506 3.24087
H -2.31889 1.15948 4.94844
H -1.41741 2.19899 5.82366
H -1.26036 0.42226 6.08255
H -0.04156 0.08277 4.12347
H 0.90454 1.29701 4.63414
H -0.98807 1.50032 2.68257
```

Calculated values
Lowest unoccupied orbital energy (alpha / beta) in eV: -4.22 / -8.48
HOMO (alpha / beta) in eV: -11.065 / -11.065
Maximum force in Eh/bohr: 0.0927
Orbital gap (alpha / beta) in eV: 6.8 / 2.6
Net charge: +1
2S+1: 2